C8H40B2CrO8 | the ωB97M-V functional and the def2-TZVPD basis

As for the multiplicity: 5. As for the expectation value of S²: 6.0054. Its LUMO energy (alpha / beta) is 0.41 / 0.36 eV. The total energy comes out at -55089.6949 eV. The calculation puts the frontier orbital gap (alpha / beta) at 6.82 / 9.97 eV. The calculation puts the HOMO energy (alpha / beta) at -6.41 / -9.61 eV.

Geometry as XYZ:
```
59
Properties=species:S:1:pos:R:3:mulliken_charge:R:1
Cr 1.43 0.37 -0.26 -2.142
B 3.41 1.09 -0.08 2.497
H 3.21 1.02 -1.13 -0.313
H 3.16 0.11 0.30 -0.400
H 4.44 1.29 0.19 -0.265
H 2.72 1.81 0.33 -0.535
B -0.49 -0.62 -0.24 4.062
H 0.43 -1.10 0.06 -1.525
H -0.19 -0.02 -1.08 -0.369
H -1.25 -1.34 -0.50 -0.165
H -0.88 -0.01 0.56 -0.573
C -2.61 -2.46 2.23 -0.091
O -3.11 -3.07 3.37 -0.574
H -3.09 -2.89 1.36 0.187
H -2.80 -1.39 2.25 0.168
H -1.54 -2.62 2.12 -0.014
H -2.35 -3.10 3.96 0.318
C -4.38 -0.61 -0.37 -0.662
O -3.52 -1.04 -1.35 -0.711
H -4.64 -1.35 0.38 0.250
H -3.94 0.22 0.19 0.157
H -5.31 -0.19 -0.75 0.334
H -2.66 -1.22 -0.96 -0.239
C 1.99 -3.52 0.47 -0.671
O 2.64 -2.29 0.67 -0.443
H 2.42 -3.97 -0.42 0.307
H 2.01 -4.19 1.33 0.259
H 0.93 -3.32 0.33 0.099
H 3.59 -2.44 0.69 0.288
C 1.61 2.99 -2.09 -0.882
O 1.19 1.64 -2.01 0.281
H 0.80 3.70 -2.26 0.249
H 2.17 3.35 -1.22 0.242
H 2.30 3.11 -2.93 0.366
H 0.83 1.38 -2.86 0.173
C 0.38 3.15 1.49 -1.051
O 0.16 2.17 0.50 0.300
H -0.15 2.95 2.41 0.245
H 1.45 3.26 1.70 0.294
H 0.04 4.13 1.16 0.318
H -0.77 2.25 0.28 0.116
C 1.42 -1.90 -2.55 -0.880
O 2.17 -0.94 -1.83 0.043
H 1.94 -2.86 -2.46 0.268
H 0.35 -2.01 -2.36 0.224
H 1.30 -1.74 -3.62 0.328
H 3.07 -0.99 -2.16 0.211
C -2.31 2.48 -1.71 -0.538
O -2.18 2.91 -0.36 -0.536
H -1.93 1.47 -1.91 0.042
H -3.34 2.32 -2.01 0.382
H -1.82 3.10 -2.46 0.271
H -2.96 3.43 -0.17 0.292
C 0.47 -0.55 2.69 -0.855
O 1.44 0.12 1.91 0.067
H 0.82 -0.74 3.70 0.555
H -0.51 -0.09 2.77 0.108
H 0.33 -1.51 2.18 -0.095
H 2.12 0.28 2.56 0.227
```

***

C8H40O12 | the ωB97M-V functional and the def2-TZVPD basis

Its LUMO energy is -0.09 eV. The total energy comes out at -33516.5654 eV. The calculation puts the frontier orbital gap at 9.43 eV. The calculation puts the HOMO energy at -9.52 eV.

Geometry as XYZ:
```
60
Properties=species:S:1:pos:R:3:mulliken_charge:R:1
C 1.43 -3.44 -3.33 -1.248
C 0.17 -2.59 -3.50 -0.445
C 0.31 -1.20 -2.87 -0.803
C 0.40 -1.20 -1.33 0.828
C -1.99 -1.69 -0.78 -0.053
C -0.89 -0.96 -0.57 0.461
C -0.85 0.17 0.41 -0.103
C -3.32 -1.50 -0.09 -1.319
H 1.61 -3.74 -2.30 0.296
H 2.31 -2.88 -3.67 0.285
H 1.37 -4.37 -3.90 0.401
H -0.03 -2.47 -4.57 0.413
H -0.69 -3.09 -3.07 0.145
H 1.20 -0.70 -3.28 0.423
H -0.52 -0.56 -3.18 0.256
H 0.89 -2.11 -0.98 0.473
H 1.12 -0.44 -1.02 -0.580
H -1.98 -2.50 -1.51 0.478
H -1.80 0.33 0.91 0.721
H -0.57 1.10 -0.08 -0.419
H -0.07 -0.01 1.16 -0.554
H -4.11 -2.05 -0.58 0.363
H -3.27 -1.80 0.96 0.254
H -3.60 -0.45 -0.06 0.294
H 1.30 0.33 3.09 0.251
H 0.86 1.54 3.89 0.410
O 1.49 1.27 3.19 -0.683
H 1.18 1.83 -1.82 0.267
H 0.17 2.95 -1.59 0.471
O 0.40 2.24 -2.22 -0.765
H -1.78 -0.32 2.67 0.438
H -0.42 -0.85 3.19 0.439
O -1.30 -0.52 3.48 -0.802
H -0.85 -2.60 0.32 0.227
H -0.97 -3.67 1.40 0.243
O -0.33 -3.11 0.95 -0.768
H 0.70 -2.07 1.90 0.251
H 1.96 -1.14 1.92 0.466
O 1.14 -1.36 2.43 -0.906
H 3.31 0.50 1.88 0.288
H 2.99 0.33 0.39 0.472
O 3.26 -0.17 1.18 -0.894
H -2.85 2.11 -0.89 0.453
H -2.12 3.07 0.01 0.306
O -2.95 2.58 -0.03 -0.702
H 1.77 2.42 2.15 0.396
H 2.49 3.79 2.00 0.268
O 2.01 3.13 1.50 -0.750
H 2.68 2.11 0.25 0.416
H 3.70 1.79 -0.87 0.328
O 2.94 1.43 -0.41 -0.656
H -2.10 0.24 -1.97 0.427
H -1.20 1.48 -2.28 0.388
O -2.13 1.16 -2.27 -0.838
H 0.59 3.66 0.52 0.385
H -0.07 4.89 -0.20 0.275
O -0.09 3.93 -0.13 -0.665
H -1.31 2.42 4.43 0.304
H -0.94 0.93 4.45 0.453
O -0.63 1.82 4.74 -0.761
```

***

C8H44B6KO4Zr | the ωB97M-V functional and the def2-TZVPD basis

As for the multiplicity: 2. As for the expectation value of S²: 0.7537. Its LUMO energy (alpha / beta) is -1.27 / -5.21 eV. The total energy comes out at -38843.1423 eV. The calculation puts the frontier orbital gap (alpha / beta) at 8.19 / 4.25 eV. The calculation puts the HOMO energy (alpha / beta) at -9.46 / -9.46 eV.

Geometry as XYZ:
```
64
Properties=species:S:1:pos:R:3:mulliken_charge:R:1
Zr -2.96 -0.67 0.11 -0.925
K -0.26 1.01 -4.36 0.879
B -2.23 -0.47 2.25 0.277
H -2.59 -1.49 2.19 0.057
H -1.95 -0.16 3.24 -0.146
H -1.51 -0.29 1.46 -0.476
H -3.08 0.14 1.98 0.181
B -3.04 1.80 -0.05 1.411
H -3.63 1.92 0.84 -0.163
H -3.54 1.07 -0.67 -0.452
H -2.87 2.74 -0.55 -0.209
H -2.18 1.21 0.25 -0.141
B -2.19 -2.85 -0.01 0.486
H -1.35 -2.24 0.28 -0.151
H -2.93 -2.89 0.77 0.027
H -2.62 -2.45 -0.91 0.127
H -1.98 -3.89 -0.20 -0.113
B -1.21 -0.35 -1.49 1.051
H -0.83 -1.31 -1.81 -0.143
H -0.78 0.50 -1.99 -0.471
H -2.27 -0.38 -1.67 0.173
H -1.14 -0.24 -0.42 -0.698
B -2.57 2.94 -3.45 0.588
H -1.88 3.76 -3.52 -0.005
H -2.53 2.51 -2.46 -0.394
H -3.51 3.43 -3.63 -0.064
H -2.39 2.16 -4.18 -0.337
B -4.68 -0.53 -1.88 0.601
H -4.28 -1.19 -1.13 0.057
H -5.27 -1.06 -2.61 -0.144
H -5.23 0.29 -1.44 -0.230
H -3.95 0.03 -2.44 -0.361
C 1.52 -2.80 -0.27 -0.585
O 2.76 -2.50 0.23 -0.213
C 3.64 -3.59 0.42 -0.737
C 4.39 -3.98 -0.82 -0.437
O 5.25 -2.95 -1.17 -0.250
C 6.29 -3.37 -1.97 -0.784
H 1.46 -3.09 -1.32 0.241
H 1.04 -1.82 -0.34 -0.085
H 0.79 -3.28 0.38 0.363
H 3.13 -4.48 0.80 0.410
H 4.30 -3.48 1.28 0.389
H 3.67 -4.16 -1.62 0.282
H 4.88 -4.95 -0.69 0.412
H 6.95 -2.53 -2.19 0.230
H 5.89 -3.77 -2.90 0.317
H 6.84 -4.19 -1.51 0.323
C 2.40 5.79 2.92 -0.782
O 1.79 4.53 3.20 -0.295
C 0.83 4.15 2.25 -0.766
C 0.39 2.62 2.43 0.002
O 1.58 1.85 2.07 -0.365
C 1.30 0.44 2.19 -0.221
H 1.69 6.61 3.09 0.315
H 2.81 5.96 1.92 0.312
H 3.22 5.97 3.61 0.266
H 1.07 4.28 1.19 0.351
H -0.10 4.68 2.46 0.403
H -0.46 2.56 1.76 0.010
H 0.14 2.39 3.47 0.352
H 0.61 0.01 1.47 -0.333
H 1.11 0.08 3.20 0.325
H 2.25 -0.02 1.93 0.258
```